Entry 1:
Computed, not measured: a 9-piece molecular cluster, C26H42BrCl14N2 overall, with ωB97M-V/def2-TZVPD.

CARTESIAN COORDINATES (ANGSTROEM)
C -6.3335 -2.0492 0.4249
N -5.7019 -0.7924 0.7768
C -5.3529 -0.6089 2.0306
C -4.4147 0.3303 2.3904
C -3.8992 1.1521 1.3743
C -4.3660 0.9923 0.1016
C -5.2744 0.0157 -0.1969
C -2.7644 2.1326 1.7432
C -1.8540 1.8006 2.7613
C -0.8102 2.6307 2.9374
N -0.5937 3.7837 2.2702
C -1.3861 4.0146 1.2139
C -2.5393 3.2598 0.9835
C 0.5226 4.7621 2.5855
H -6.7661 -2.4470 1.3489
H -5.5231 -2.6783 0.0853
H -7.0613 -1.9128 -0.3351
H -5.8594 -1.2663 2.7511
H -4.1240 0.4162 3.4256
H -4.0510 1.6123 -0.7506
H -5.5147 -0.3912 -1.1743
H -1.8373 0.9100 3.3520
H -0.0899 2.3729 3.7570
H -1.1722 4.9340 0.6215
H -3.2134 3.5748 0.2125
H 1.1450 4.9073 1.6724
H 1.1133 4.2548 3.3551
H -0.0002 5.7047 2.8626
Br -1.8201 -1.1388 0.8717
Cl 6.0515 -0.0793 -1.9809
C 6.3919 -0.6303 -3.6089
C 7.4251 0.1474 -4.2730
Cl 6.8676 1.8284 -4.4864
H 5.4688 -0.6089 -4.1151
H 6.7363 -1.6647 -3.5524
H 7.6289 -0.1531 -5.2648
H 8.3298 0.1365 -3.6536
Cl -4.4173 -3.3272 3.6696
C -2.6622 -3.2525 3.9269
C -1.9961 -4.5753 3.7072
Cl -0.1786 -4.4199 3.6255
H -2.4615 -2.9025 4.9130
H -2.3089 -2.5160 3.1835
H -2.3031 -4.9651 2.6948
H -2.2769 -5.3223 4.4748
Cl 2.7784 -1.2915 4.0888
C 2.3200 -0.1708 2.8575
C 3.1191 1.1766 2.8870
Cl 2.4376 2.2060 1.5423
H 1.2597 0.0355 3.0442
H 2.3678 -0.5883 1.8856
H 4.1880 1.0603 2.6610
H 3.0639 1.7012 3.8396
Cl 2.4803 4.7675 -2.7365
C 4.1621 4.1264 -2.8449
C 5.1323 4.7878 -1.9184
Cl 4.5753 4.5019 -0.2050
H 4.5556 4.3522 -3.8247
H 4.1338 2.9834 -2.8211
H 5.2362 5.8891 -2.0289
H 6.0545 4.2395 -2.0107
Cl -0.3258 -3.1431 -3.7840
C -2.0677 -2.7725 -3.9859
C -2.6548 -2.5552 -2.6537
Cl -4.3886 -2.5739 -2.9141
H -2.5472 -3.6217 -4.4664
H -2.0434 -1.8649 -4.6170
H -2.3362 -1.5499 -2.2444
H -2.3681 -3.3255 -1.8796
Cl 3.3023 -2.6958 -0.2222
C 1.7283 -3.3715 -0.6778
C 1.0236 -4.2165 0.4761
Cl -0.5647 -4.8683 -0.1723
H 1.8860 -3.9698 -1.5837
H 1.0501 -2.5501 -0.8780
H 0.6739 -3.5393 1.2446
H 1.5496 -5.0230 0.8512
Cl 2.0385 1.1205 -3.6892
C 1.2206 0.2184 -2.4234
C -0.3125 0.4760 -2.3976
Cl -0.6877 2.1948 -2.0572
H 1.6622 0.4187 -1.4208
H 1.1550 -0.8590 -2.6296
H -0.8629 0.0087 -1.6071
H -0.7483 0.3143 -3.3965

Cartesian forces (eV/Å) of the 2 atoms listed first:
C 0.1 -0.5 1.0
N 0.0 0.2 -0.7

For the total energy, the calculation gives -10141.89417 a.u. As for the total charge: +1. As for the largest force on an atom: 3.51 eV/A.

=====

Entry 2:
Computed, not measured: C26H42BrN3P2RuS as an isolated structure, with ωB97M-V/def2-TZVPD.

CARTESIAN COORDINATES (ANGSTROEM)
C 0.3757 5.3327 -4.3213
C -0.0083 4.0512 -4.8426
C -0.3662 4.0397 -6.2165
C -0.7064 5.2342 -6.8410
N -0.4738 6.3925 -6.2660
C 0.0513 6.4891 -5.0636
C -0.1474 2.8258 -4.0284
C -0.8357 1.9763 -3.3190
C -1.8428 1.3893 -2.4371
C -1.6960 0.0128 -2.1244
C -2.4038 -0.5887 -1.0813
C -3.6179 0.0069 -0.7037
C -3.7336 1.3776 -0.9325
C -2.6912 2.0933 -1.5228
Ru 0.8112 1.1659 -2.7139
P 2.3291 -0.2160 -1.5267
H -0.4693 3.1232 -6.7664
H 0.8724 5.4743 -3.3627
H -1.1851 5.2472 -7.8176
H 0.2128 7.4927 -4.6708
H -2.5386 3.1495 -1.4165
H -1.0448 -0.5639 -2.8330
H -4.6226 1.8965 -0.6095
H -2.0818 -1.5439 -0.7277
C 1.8338 -1.5625 -0.3489
C 2.4866 -2.9477 -0.5212
H 0.7427 -1.6779 -0.4154
H 2.0253 -1.1791 0.6675
H 2.1497 -3.6053 0.2849
H 2.2048 -3.4404 -1.4669
H 3.5831 -2.8952 -0.4708
C 2.9497 -0.8333 -3.0932
C 2.8309 0.2563 -4.1467
H 2.3750 -1.7294 -3.3514
H 3.9874 -1.1517 -2.9062
H 2.9459 -0.2205 -5.1197
H 1.8514 0.7772 -4.1846
H 3.5947 1.0138 -4.0435
C 3.8739 0.4989 -0.8295
C 5.0827 -0.4011 -0.5839
H 3.5887 1.0133 0.0962
H 4.1575 1.2630 -1.5604
H 5.8987 0.2282 -0.2109
H 4.9322 -1.1594 0.1851
H 5.4898 -0.8946 -1.4729
Br -4.9025 -0.9962 0.0625
P -1.5494 -2.5460 -4.3586
C 0.0332 -2.9781 -3.6159
C 0.2273 -4.4459 -4.0396
H -0.0635 -2.8283 -2.5322
H 0.8428 -2.3402 -4.0039
H 1.2781 -4.7311 -4.1027
H -0.2806 -5.1537 -3.3758
H -0.1914 -4.5880 -5.0402
C -2.7844 -3.1763 -3.1696
C -4.1605 -3.6645 -3.6205
H -2.9525 -2.3406 -2.4814
H -2.2885 -3.9841 -2.6153
H -4.7761 -3.8163 -2.7221
H -4.6916 -2.9416 -4.2471
H -4.1397 -4.6272 -4.1381
C -2.1073 -0.9549 -4.9697
C -2.8498 -1.1951 -6.3068
H -1.2452 -0.2844 -5.1276
H -2.7622 -0.5430 -4.1926
H -3.2317 -0.2491 -6.7017
H -2.1504 -1.6059 -7.0501
H -3.6871 -1.9007 -6.2034
N 1.7630 2.1197 1.5113
C 0.7272 2.0263 0.6587
N -0.3262 1.2976 0.9651
S 0.9026 2.7538 -0.9458
H 1.6198 1.8501 2.4791
H 2.4824 2.7612 1.2685
H -1.0810 1.2198 0.3072
H -0.4491 0.8189 1.8555

Cartesian forces (eV/Å) of the 2 atoms listed first:
C 0.0 -2.4 0.7
C 0.0 0.4 -0.2

For the total energy, the calculation gives -4928.24627 a.u. Its spin multiplicity is 5. As for the total charge: +4. As for the largest force on an atom: 4.20 eV/A. Its energy above the lowest of the compared OMol25 structures with the same formula, charge and spin is 71.6 kcal per mole.

=====

Entry 3:
Computed, not measured: a 7-piece molecular cluster, C26H42FNO21S overall, with ωB97M-V/def2-TZVPD.

CARTESIAN COORDINATES (ANGSTROEM)
C 1.1715 -1.9946 4.6954
C -0.1780 -2.4643 4.0125
O -1.2036 -2.3101 5.0093
N -2.3802 -2.9566 4.6319
S -3.6054 -1.7076 4.5311
O -4.8863 -2.2096 5.0693
O -3.7086 -1.1409 3.1760
F -3.0904 -0.5744 5.6057
H 1.7496 -1.2952 4.0466
H 0.8887 -1.4187 5.6080
H 1.7520 -2.8752 5.0190
H -0.0466 -3.5175 3.6902
H -0.3171 -1.8306 3.1115
H -2.6642 -3.4637 5.4848
C 2.6202 0.8601 0.0800
C 3.2320 1.1466 1.4321
C 4.6968 0.8188 1.5206
O 4.8572 0.5090 2.9081
C 3.6573 0.0635 3.3575
O 3.4832 -0.4637 4.4109
O 2.6780 0.2945 2.4456
H 1.5924 1.2174 0.0513
H 3.1706 1.3462 -0.7249
H 2.5839 -0.2159 -0.1115
H 3.0392 2.1847 1.7201
H 5.3293 1.6589 1.2372
H 4.9809 -0.0574 0.9309
C 0.2115 0.3062 -5.5811
C 0.8244 0.2999 -4.2011
C 0.0315 1.0646 -3.1806
O 1.0434 1.4921 -2.2602
C 2.2042 1.5733 -2.9664
O 3.2068 2.0848 -2.5692
O 2.0765 0.9995 -4.1878
H 0.7716 -0.3518 -6.2470
H -0.8232 -0.0329 -5.5531
H 0.2499 1.3008 -6.0221
H 1.0059 -0.7282 -3.8736
H -0.7086 0.4434 -2.6784
H -0.4640 1.9492 -3.5908
C 4.3424 -6.8667 5.8728
C 4.3008 -5.4573 6.4202
C 4.5460 -5.3709 7.9023
O 3.8175 -4.1979 8.2641
C 2.8141 -4.0571 7.3599
O 1.9058 -3.3033 7.4735
O 2.9881 -4.8984 6.3041
H 4.2667 -6.8522 4.7842
H 5.2712 -7.3696 6.1462
H 3.4972 -7.4529 6.2386
H 4.9929 -4.8162 5.8652
H 5.6023 -5.2585 8.1438
H 4.1404 -6.2210 8.4588
C -3.6604 1.8616 6.8753
C -3.9031 3.3435 7.0555
C -4.7614 3.9543 5.9820
O -4.2972 5.3050 5.9523
C -3.0084 5.2926 6.3818
O -2.2619 6.2117 6.2953
O -2.6862 4.0870 6.9208
H -3.1266 1.4591 7.7379
H -4.5985 1.3160 6.7663
H -3.0346 1.6725 6.0042
H -4.3126 3.5411 8.0516
H -5.8227 3.9164 6.2251
H -4.6044 3.5078 4.9959
C -4.8387 -1.6073 -8.7627
C -4.8356 -1.4058 -7.2637
C -4.7034 0.0320 -6.8422
O -4.0578 -0.0819 -5.5723
C -3.3458 -1.2371 -5.5913
O -2.5359 -1.5419 -4.7762
O -3.6760 -1.9969 -6.6663
H -5.0455 -2.6513 -9.0034
H -5.5966 -0.9869 -9.2431
H -3.8617 -1.3740 -9.1901
H -5.7209 -1.8705 -6.8184
H -5.6682 0.5276 -6.7417
H -4.0661 0.6216 -7.5076
C 1.2214 5.4307 -9.0998
C 0.8450 4.1484 -8.3916
C 1.9840 3.5046 -7.6492
O 1.6280 2.1211 -7.6832
C 0.8610 1.9366 -8.7890
O 0.5573 0.8755 -9.2265
O 0.4875 3.1272 -9.3292
H 0.3341 5.9026 -9.5249
H 1.6919 6.1372 -8.4145
H 1.9005 5.2324 -9.9311
H -0.0125 4.3191 -7.7324
H 2.0630 3.8569 -6.6211
H 2.9511 3.6290 -8.1442

Cartesian forces (eV/Å) of the 2 atoms listed first:
C -1.3 0.2 -0.2
C 2.3 0.3 -0.2

For the total energy, the calculation gives -3148.75257 a.u. As for the largest force on an atom: 3.97 eV/A.